Density functional theory data (ωB97M-V with the def2-TZVPD basis set) for a 3-piece molecular cluster, C16H33BrF8O4P overall.

Net charge: -1
LUMO level: 2.32 eV
Maximum force: 1.913 eV Å⁻¹
Kohn-Sham gap: 6.77 eV
Molar mass: 552.298 g/mol
2S+1: 1
HOMO: -4.4 eV

Last column: natural (NBO) charge in e.
CARTESIAN COORDINATES (ANGSTROEM)
F: -3.72 -1.22 -3.90  -0.343
C: -3.47 -1.74 -2.71  0.976
F: -4.22 -1.10 -1.83  -0.333
F: -2.23 -1.40 -2.42  -0.334
C: -3.74 -3.22 -2.68  -0.512
C: -2.72 -4.06 -1.92  -0.692
P: -3.02 -4.09 -0.02  0.782
Br: -3.34 -6.50 -0.04  -0.592
C: -3.23 -4.16 1.88  -0.709
C: -3.28 -2.79 2.55  -0.391
C: -2.02 -1.92 2.47  -0.490
C: -0.79 -2.45 3.17  0.612
F: -0.42 -1.55 4.12  -0.343
F: -1.00 -3.58 3.83  -0.308
C: 0.46 -2.64 2.26  0.913
F: 1.08 -3.77 2.57  -0.312
F: 1.34 -1.68 2.44  -0.318
F: 0.19 -2.69 0.99  -0.300
H: -4.73 -3.44 -2.31  0.237
H: -3.75 -3.54 -3.72  0.217
H: -1.71 -3.70 -2.09  0.203
H: -2.72 -5.07 -2.29  0.225
H: -1.59 -4.27 0.15  -0.161
H: -2.94 -2.64 -0.04  -0.159
H: -4.45 -3.99 -0.22  -0.166
H: -2.50 -4.83 2.29  0.213
H: -4.20 -4.62 2.04  0.213
H: -3.46 -2.96 3.62  0.193
H: -4.12 -2.22 2.19  0.209
H: -2.25 -0.99 2.97  0.224
H: -1.84 -1.66 1.43  0.249
C: 3.79 0.94 -2.81  -0.253
O: 4.04 0.06 -1.72  -0.552
C: 3.76 0.66 -0.46  -0.092
C: 2.42 0.22 0.09  -0.092
O: 1.34 0.70 -0.70  -0.566
C: 0.81 -0.30 -1.57  -0.257
H: 3.79 0.34 -3.72  0.188
H: 2.83 1.44 -2.71  0.180
H: 4.59 1.69 -2.88  0.162
H: 3.81 1.75 -0.53  0.173
H: 4.55 0.33 0.23  0.182
H: 2.30 0.65 1.09  0.184
H: 2.38 -0.87 0.19  0.189
H: 0.21 -1.02 -1.00  0.190
H: 1.60 -0.83 -2.10  0.174
H: 0.17 0.20 -2.29  0.191
C: 1.52 5.50 2.29  -0.255
O: 1.24 6.44 1.26  -0.551
C: 2.40 6.89 0.58  -0.087
C: 2.58 6.19 -0.74  -0.086
O: 2.85 4.81 -0.58  -0.558
C: 1.72 3.98 -0.79  -0.259
H: 0.58 5.04 2.58  0.194
H: 2.20 4.72 1.94  0.182
H: 1.94 6.01 3.16  0.162
H: 3.29 6.77 1.21  0.172
H: 2.27 7.97 0.40  0.178
H: 3.44 6.63 -1.26  0.178
H: 1.70 6.34 -1.38  0.175
H: 1.51 3.91 -1.87  0.166
H: 0.84 4.36 -0.28  0.178
H: 1.95 2.99 -0.42  0.208

Density functional theory data (ωB97M-V with the def2-TZVPD basis set) for a 3-piece molecular cluster, C16H33BrN3 overall.

Net charge: +1
LUMO level: -5.46 eV
Maximum force: 4.264 eV Å⁻¹
Kohn-Sham gap: 6.93 eV
Molar mass: 347.365 g/mol
2S+1: 1
HOMO: -12.4 eV

Last column: natural (NBO) charge in e.
CARTESIAN COORDINATES (ANGSTROEM)
N: -3.91 5.44 1.69  -0.538
N: -2.85 5.46 0.77  0.087
C: -3.04 5.13 -0.52  0.022
C: -2.07 5.10 -1.59  -0.148
C: -0.71 5.45 -1.13  -0.149
C: -0.69 5.75 0.29  0.139
Br: 1.08 6.17 1.01  0.163
N: -1.66 5.78 1.20  -0.196
H: -3.48 5.05 2.54  0.401
H: -4.52 4.70 1.33  0.382
H: -4.09 4.84 -0.80  0.250
H: -2.29 4.83 -2.64  0.287
H: 0.16 5.45 -1.81  0.296
C: 2.57 -1.00 0.14  -0.610
C: 3.24 -0.14 -0.92  -0.399
C: 3.61 1.26 -0.42  -0.399
C: 2.42 2.13 0.01  -0.399
C: 1.36 2.36 -1.06  -0.392
C: 1.88 3.10 -2.28  -0.617
H: 1.61 -0.58 0.46  0.192
H: 2.37 -2.00 -0.26  0.217
H: 3.21 -1.11 1.01  0.208
H: 2.60 -0.07 -1.81  0.189
H: 4.16 -0.64 -1.25  0.212
H: 4.17 1.78 -1.20  0.201
H: 4.29 1.16 0.43  0.210
H: 2.81 3.10 0.34  0.198
H: 1.95 1.68 0.89  0.204
H: 0.54 2.95 -0.61  0.168
H: 0.91 1.41 -1.37  0.207
H: 2.29 4.07 -2.00  0.195
H: 1.06 3.27 -3.00  0.195
H: 2.65 2.53 -2.80  0.226
C: -1.00 -6.99 1.69  -0.610
C: -0.33 -6.12 0.63  -0.399
C: 0.04 -4.73 1.13  -0.397
C: -1.14 -3.85 1.56  -0.396
C: -2.21 -3.62 0.50  -0.398
C: -1.69 -2.88 -0.73  -0.609
H: -1.96 -6.56 2.01  0.199
H: -1.20 -7.98 1.29  0.214
H: -0.36 -7.10 2.57  0.203
H: -0.97 -6.06 -0.25  0.192
H: 0.59 -6.63 0.31  0.205
H: 0.60 -4.21 0.35  0.195
H: 0.72 -4.82 1.98  0.203
H: -0.75 -2.89 1.89  0.194
H: -1.62 -4.30 2.44  0.204
H: -3.02 -3.03 0.94  0.196
H: -2.66 -4.57 0.19  0.200
H: -1.27 -1.91 -0.45  0.191
H: -2.50 -2.71 -1.44  0.207
H: -0.92 -3.45 -1.25  0.206

Density functional theory data (ωB97M-V with the def2-TZVPD basis set) for a 6-piece molecular cluster, C16H33Cl4N3O6 overall.

LUMO level: 0.22 eV
Maximum force: 4.850 eV Å⁻¹
Kohn-Sham gap: 9.22 eV
Molar mass: 505.267 g/mol
2S+1: 1
SMILES: O=C1OCCO1.CNC(C)=O.CNC(C)=O.CNC(C)=O.ClCCCl.ClCCCl
HOMO: -9.0 eV

Last column: natural (NBO) charge in e.
CARTESIAN COORDINATES (ANGSTROEM)
O: 5.91 0.33 -3.27  -0.581
C: 5.60 -0.28 -2.24  0.968
O: 4.49 -0.07 -1.51  -0.473
C: 4.28 -1.14 -0.69  -0.110
C: 5.70 -1.81 -0.61  -0.093
O: 6.30 -1.36 -1.77  -0.486
H: 3.84 -0.95 0.29  0.188
H: 3.63 -1.90 -1.14  0.216
H: 5.64 -2.90 -0.61  0.200
H: 6.24 -1.50 0.29  0.166
C: 0.17 -5.55 -1.02  -0.426
N: 0.92 -5.21 0.12  -0.597
C: 2.01 -4.42 0.18  0.671
C: 2.75 -4.15 1.56  -0.696
O: 2.58 -4.05 -0.90  -0.669
H: -0.86 -5.20 -0.96  0.196
H: -0.03 -6.62 -1.03  0.198
H: 0.50 -5.27 -2.02  0.251
H: 0.52 -5.52 0.99  0.392
H: 3.54 -3.40 1.46  0.234
H: 3.23 -5.08 1.85  0.234
H: 2.04 -3.75 2.28  0.216
C: -3.05 6.64 0.61  -0.425
N: -1.84 6.11 -0.04  -0.579
C: -1.34 4.90 0.08  0.664
C: -0.03 4.58 -0.59  -0.700
O: -1.92 3.97 0.75  -0.707
H: -3.74 6.93 -0.18  0.201
H: -2.83 7.52 1.22  0.206
H: -3.62 5.89 1.16  0.244
H: -1.24 6.81 -0.45  0.395
H: 0.65 4.20 0.17  0.252
H: 0.45 5.45 -1.04  0.205
H: -0.22 3.80 -1.33  0.254
C: -2.90 2.42 -2.92  -0.418
N: -2.98 2.26 -1.49  -0.629
C: -3.51 1.22 -0.82  0.668
C: -3.59 1.26 0.70  -0.710
O: -3.96 0.23 -1.42  -0.666
H: -2.93 1.50 -3.51  0.232
H: -1.89 2.83 -2.95  0.195
H: -3.60 3.12 -3.39  0.194
H: -2.72 3.06 -0.93  0.417
H: -2.56 1.22 1.06  0.232
H: -4.07 0.41 1.20  0.237
H: -3.98 2.18 1.14  0.236
Cl: 1.12 -1.10 -2.88  -0.030
C: 0.28 -1.25 -1.34  -0.405
C: -0.41 0.09 -0.99  -0.381
Cl: 0.83 1.40 -0.85  -0.086
H: 0.99 -1.57 -0.58  0.217
H: -0.50 -2.01 -1.35  0.224
H: -0.94 0.16 -0.04  0.230
H: -1.18 0.30 -1.73  0.231
Cl: -0.88 -1.98 1.87  -0.079
C: -1.19 -2.46 3.59  -0.370
C: -1.63 -1.31 4.54  -0.375
Cl: -3.18 -0.53 3.98  -0.059
H: -0.27 -2.93 3.93  0.217
H: -1.99 -3.20 3.52  0.220
H: -0.82 -0.58 4.51  0.222
H: -1.78 -1.72 5.55  0.227

Density functional theory data (ωB97M-V with the def2-TZVPD basis set) for C16H33Cl6Cu2N3O6 as an isolated structure.

Net charge: -1
LUMO level (alpha / beta): 2.21 / 2.20 eV
Maximum force: 7.075 eV Å⁻¹
Kohn-Sham gap (alpha / beta): 4.48 / 6.61 eV
Molar mass: 703.265 g/mol
2S+1: 2
Expectation value of S²: 0.75
HOMO (alpha / beta): -2.3 / -4.4 eV

Last column: natural (NBO) charge in e.
CARTESIAN COORDINATES (ANGSTROEM)
Cu: -1.03 -0.84 -0.95  0.895
Cu: 1.19 -1.73 3.16  -0.006
C: 0.16 0.10 1.32  0.904
O: 0.15 -1.10 1.02  -0.974
O: 0.63 0.36 2.39  -0.886
O: -0.30 0.93 0.53  -0.926
C: 0.71 1.19 -2.74  0.541
O: -0.12 0.30 -2.98  -0.692
N: 1.75 1.51 -3.58  -0.427
C: 2.78 2.49 -3.29  -0.407
C: 2.05 0.71 -4.72  -0.425
H: 0.62 1.86 -1.87  0.165
H: 2.85 3.10 -4.19  0.197
H: 3.71 1.95 -3.12  0.204
H: 2.50 3.13 -2.45  0.228
H: 2.44 1.27 -5.57  0.200
H: 2.76 -0.08 -4.50  0.190
H: 1.13 0.20 -5.02  0.233
C: -2.45 2.56 2.93  0.531
O: -2.74 3.72 2.68  -0.648
N: -3.30 1.56 3.40  -0.443
C: -2.83 0.17 3.71  -0.419
C: -4.72 1.77 3.71  -0.415
H: -1.46 2.11 2.75  0.153
H: -3.32 -0.60 3.12  0.191
H: -3.03 -0.15 4.73  0.190
H: -1.76 0.14 3.50  0.246
H: -5.13 2.75 3.44  0.226
H: -5.26 0.94 3.25  0.189
H: -4.89 1.66 4.78  0.182
C: -0.17 -3.76 -1.41  0.542
O: -1.16 -3.08 -1.79  -0.718
N: 1.14 -3.30 -1.52  -0.408
C: 2.30 -4.13 -1.08  -0.406
C: 1.48 -2.12 -2.32  -0.448
H: -0.27 -4.68 -0.81  0.147
H: 2.88 -3.48 -0.42  0.229
H: 2.81 -4.60 -1.92  0.193
H: 1.95 -4.95 -0.45  0.211
H: 0.86 -1.88 -3.18  0.239
H: 1.50 -1.26 -1.64  0.214
H: 2.47 -2.17 -2.77  0.211
Cl: -2.24 -5.68 1.66  -0.051
C: -3.09 -4.26 1.05  -0.419
C: -2.74 -2.99 1.82  -0.376
Cl: -3.46 -3.03 3.50  -0.091
H: -4.16 -4.44 1.15  0.212
H: -3.07 -4.20 -0.03  0.242
H: -3.03 -2.09 1.27  0.227
H: -1.66 -2.96 1.94  0.260
Cl: 4.67 -0.78 -0.86  -0.094
C: 3.56 -0.37 0.48  -0.396
C: 3.21 1.16 0.23  -0.364
Cl: 4.75 2.13 0.27  -0.120
H: 4.01 -0.49 1.46  0.245
H: 2.60 -0.85 0.35  0.255
H: 2.55 1.57 0.99  0.259
H: 2.73 1.48 -0.70  0.204
Cl: -0.39 4.86 -2.03  -0.139
C: -0.99 3.89 -0.60  -0.351
C: 0.02 4.13 0.51  -0.414
Cl: 0.27 5.76 1.05  -0.048
H: -1.27 2.89 -0.95  0.253
H: -1.94 4.36 -0.34  0.226
H: 1.02 3.77 0.24  0.210
H: -0.24 3.55 1.39  0.262

Density functional theory data (ωB97M-V with the def2-TZVPD basis set) for C16H33ClEuP2 as an isolated structure.

LUMO level (alpha / beta): -0.10 / -0.11 eV
Maximum force: 3.217 eV Å⁻¹
Kohn-Sham gap (alpha / beta): 5.87 / 5.87 eV
Molar mass: 474.805 g/mol
2S+1: 8
Expectation value of S²: 15.76
HOMO (alpha / beta): -6.0 / -6.0 eV

Last column: Mulliken charge in e.
CARTESIAN COORDINATES (ANGSTROEM)
P: -1.41 -1.10 -0.15  0.531
P: 2.25 -1.34 0.63  1.109
C: -0.16 -2.38 -0.69  -0.802
C: 0.94 -2.77 0.36  -1.235
H: 0.29 -1.85 -1.54  0.331
H: -0.71 -3.28 -1.02  0.518
H: 0.40 -3.11 1.33  0.315
H: 1.56 -3.63 0.03  0.594
C: 3.06 -0.91 -0.97  -1.117
H: 3.82 -0.18 -0.71  0.404
H: 2.38 -0.39 -1.65  -0.047
H: 3.50 -1.76 -1.46  0.500
C: 3.43 -2.17 1.75  -1.302
H: 4.39 -2.31 1.20  0.413
H: 3.09 -3.13 2.15  0.371
H: 3.64 -1.52 2.60  0.242
C: -2.39 -1.33 -1.75  -1.459
H: -3.35 -0.80 -1.72  0.402
H: -2.58 -2.40 -1.93  0.491
H: -1.82 -0.93 -2.60  0.307
C: -2.81 -1.57 0.99  -1.190
H: -2.41 -2.02 1.92  0.266
H: -3.52 -2.23 0.48  0.425
H: -3.37 -0.63 1.27  0.339
Eu: 0.58 -1.16 2.56  0.602
C: 1.08 2.02 -1.34  -0.076
C: 0.73 1.70 -2.62  -0.511
C: -0.37 2.24 -3.48  -0.693
C: -1.67 2.92 -2.89  -0.905
C: -2.39 1.94 -2.04  -0.622
C: -2.08 1.65 -0.76  -0.826
C: -0.95 2.00 0.16  0.752
C: 0.29 2.79 -0.35  -1.241
C: -1.19 -0.26 3.90  -1.405
H: 2.11 1.73 -1.00  0.448
H: 1.42 1.09 -3.22  0.422
H: -0.64 1.40 -4.15  0.283
H: 0.08 3.00 -4.13  0.384
H: -1.46 3.84 -2.28  0.330
H: -2.35 3.20 -3.71  0.391
H: -3.31 1.53 -2.49  0.343
H: -2.83 1.00 -0.25  0.925
H: -0.61 1.06 0.64  -0.699
H: -1.38 2.57 0.99  0.491
H: 0.01 3.81 -0.71  0.391
H: 0.92 2.92 0.55  0.408
H: -0.69 0.01 4.83  0.386
H: -2.16 -0.77 4.02  0.312
H: -1.26 0.60 3.23  0.229
Cl: 2.89 1.32 3.05  -0.186
C: 2.37 0.01 4.00  -1.194
H: 3.12 -0.70 4.32  0.449
H: 1.51 0.28 4.63  0.410

Density functional theory data (ωB97M-V with the def2-TZVPD basis set) for a 3-piece molecular cluster, C16H33ClO7 overall.

LUMO level: 0.44 eV
Maximum force: 10.251 eV Å⁻¹
Kohn-Sham gap: 9.44 eV
Molar mass: 372.886 g/mol
2S+1: 1
SMILES: CC(C)CC[C@@H]1OC(=O)O[C@@H]1Cl.COCCOC.COCCOC
HOMO: -9.0 eV

Last column: natural (NBO) charge in e.
CARTESIAN COORDINATES (ANGSTROEM)
C: -1.87 0.23 1.81  -0.652
C: -0.42 0.64 1.17  -0.219
C: -0.76 1.43 -0.27  -0.633
C: 0.54 -0.63 0.76  -0.427
C: 0.54 -1.88 1.81  -0.431
C: 1.02 -3.22 0.94  0.060
O: -0.04 -3.83 0.08  -0.520
C: 0.58 -5.11 -0.40  0.976
O: 0.31 -5.77 -1.56  -0.558
O: 1.61 -5.50 0.62  -0.511
C: 1.52 -4.55 1.76  0.092
Cl: 0.32 -5.33 2.99  -0.085
H: -2.32 -0.78 1.40  0.223
H: -1.77 0.14 2.99  0.213
H: -2.63 1.13 1.62  0.226
H: 0.18 1.40 1.86  0.216
H: -1.01 2.56 -0.11  0.230
H: -1.71 0.85 -0.70  0.209
H: 0.10 1.23 -1.04  0.212
H: 0.36 -1.04 -0.34  0.226
H: 1.66 -0.20 0.75  0.213
H: -0.51 -2.16 2.25  0.243
H: 1.38 -1.71 2.61  0.226
H: 1.85 -2.80 0.18  0.214
H: 2.48 -4.39 2.43  0.251
C: -2.83 4.18 2.99  -0.257
O: -1.54 4.32 2.39  -0.558
C: -1.21 5.69 2.15  -0.089
C: -0.23 6.22 3.20  -0.089
O: -0.85 6.29 4.49  -0.552
C: -0.48 5.20 5.33  -0.256
H: -2.92 3.16 3.35  0.190
H: -2.96 4.86 3.84  0.183
H: -3.61 4.37 2.25  0.170
H: -2.11 6.31 2.10  0.179
H: -0.72 5.73 1.17  0.184
H: 0.06 7.24 2.93  0.186
H: 0.68 5.61 3.24  0.176
H: 0.55 5.35 5.68  0.168
H: -0.55 4.24 4.81  0.178
H: -1.15 5.18 6.19  0.191
C: -0.59 -2.02 -5.51  -0.255
O: -0.04 -2.34 -4.23  -0.556
C: 0.41 -3.70 -4.17  -0.100
C: 1.93 -3.79 -4.30  -0.088
O: 2.36 -3.40 -5.61  -0.554
C: 2.88 -2.07 -5.63  -0.255
H: -0.70 -0.93 -5.56  0.186
H: 0.06 -2.34 -6.32  0.179
H: -1.57 -2.47 -5.61  0.168
H: -0.09 -4.31 -4.93  0.176
H: 0.12 -4.08 -3.18  0.209
H: 2.23 -4.83 -4.17  0.191
H: 2.43 -3.19 -3.53  0.167
H: 3.87 -2.06 -5.18  0.165
H: 2.23 -1.37 -5.11  0.179
H: 2.97 -1.75 -6.67  0.189

Density functional theory data (ωB97M-V with the def2-TZVPD basis set) for a 2-piece molecular cluster, C16H33N2O8S2 overall.

Net charge: -1
LUMO level: 2.30 eV
Maximum force: 6.297 eV Å⁻¹
Kohn-Sham gap: 7.70 eV
Molar mass: 445.580 g/mol
2S+1: 1
HOMO: -5.4 eV

Last column: natural (NBO) charge in e.
CARTESIAN COORDINATES (ANGSTROEM)
C: -2.16 -3.86 -3.14  -0.655
C: -0.72 -3.67 -2.41  -0.074
O: -0.63 -2.42 -1.69  -0.552
C: -1.19 -2.57 -0.38  0.817
O: -2.39 -2.86 -0.19  -0.586
C: -0.25 -2.33 0.90  -0.511
C: 1.00 -3.37 0.92  -0.413
C: 1.94 -3.13 2.20  -0.627
S: 3.49 -2.19 1.75  2.157
O: 4.55 -3.21 1.37  -0.950
O: 3.88 -1.39 2.99  -0.959
N: 3.03 -1.24 0.41  -1.200
S: 4.26 -0.17 -0.09  2.132
O: 5.53 -0.24 0.75  -0.936
O: 4.68 -0.61 -1.49  -0.979
C: 3.64 1.57 -0.30  -0.625
C: 2.62 2.03 0.83  -0.425
C: 1.13 1.46 0.67  -0.453
C: 0.07 2.49 0.08  -0.240
N: -0.14 2.42 -1.39  -0.475
C: -0.59 1.07 -1.85  -0.436
C: 0.98 2.92 -2.15  0.700
C: 1.47 2.30 -3.56  -0.729
O: 1.62 3.93 -1.75  -0.629
H: -2.09 -4.46 -4.10  0.208
H: -2.58 -2.80 -3.32  0.223
H: -2.86 -4.34 -2.38  0.222
H: 0.04 -3.60 -3.27  0.200
H: -0.48 -4.54 -1.72  0.183
H: -0.87 -2.60 1.82  0.221
H: 0.11 -1.25 0.98  0.256
H: 0.50 -4.41 0.94  0.193
H: 1.58 -3.32 -0.07  0.258
H: 2.17 -4.14 2.67  0.251
H: 1.35 -2.46 2.92  0.230
H: 3.24 1.64 -1.36  0.237
H: 4.56 2.25 -0.25  0.259
H: 3.05 1.69 1.84  0.236
H: 2.57 3.18 0.90  0.217
H: 1.21 0.47 0.11  0.241
H: 0.78 1.20 1.73  0.211
H: -0.96 2.26 0.57  0.224
H: 0.31 3.57 0.40  0.227
H: -1.32 0.58 -1.13  0.221
H: 0.30 0.36 -1.94  0.207
H: -1.06 1.10 -2.90  0.203
H: 1.75 3.21 -4.20  0.240
H: 0.64 1.76 -4.11  0.215
H: 2.37 1.61 -3.41  0.258
C: -3.81 1.03 2.76  -0.630
C: -3.68 2.43 2.17  0.092
C: -4.97 3.22 2.32  -0.628
O: -3.33 2.33 0.79  -0.719
H: -4.59 0.46 2.24  0.198
H: -2.88 0.47 2.64  0.225
H: -4.06 1.08 3.82  0.207
H: -2.86 2.96 2.67  0.179
H: -5.79 2.72 1.78  0.195
H: -4.86 4.21 1.88  0.217
H: -5.25 3.33 3.37  0.207
H: -4.05 1.86 0.34  0.461